Entry 1:
Below is a structure of composition C46H69Cl2KN9O2PS2, with properties calculated with ωB97M-V with the def2-TZVPD basis set.

LUMO in eV: 3.8
Energy above the lowest of the compared OMol25 structures with the same formula, charge and spin in eV: 0.000
HOMO level in hartree: 0.0008

```
! wB97M-V def2-TZVPD RIJCOSX def2/J DEFGRID3
* xyz -2 1
K -0.75 1.33 0.51
C 5.31 -0.86 -1.44
N 4.47 -1.23 -0.32
C 4.98 -2.36 0.44
C 4.24 -2.21 1.76
N 4.15 -0.77 1.88
C 3.20 -0.28 2.87
C 4.04 -0.24 0.59
N 3.60 0.93 0.39
C 3.22 1.39 -0.93
C 2.12 2.46 -0.83
N 1.01 2.20 -1.73
C 0.82 2.89 -2.79
N 1.61 3.94 -3.32
C 3.06 3.78 -3.39
C 0.98 4.43 -4.53
C -0.45 3.94 -4.39
N -0.27 2.73 -3.61
C -1.47 2.06 -3.15
H 5.45 -1.75 -2.07
H 6.30 -0.51 -1.12
H 4.85 -0.10 -2.05
H 6.07 -2.26 0.59
H 4.78 -3.30 -0.07
H 4.78 -2.66 2.60
H 3.24 -2.66 1.69
H 3.52 -0.59 3.86
H 2.20 -0.67 2.67
H 3.15 0.80 2.81
H 2.82 0.57 -1.54
H 4.09 1.80 -1.46
H 2.54 3.47 -0.96
H 1.74 2.44 0.20
H 3.36 2.79 -3.06
H 3.58 4.52 -2.79
H 3.38 3.90 -4.43
H 1.45 3.99 -5.42
H 1.05 5.52 -4.61
H -0.93 3.73 -5.35
H -1.08 4.67 -3.85
H -2.08 1.78 -4.01
H -2.07 2.70 -2.49
H -1.24 1.16 -2.59
O 0.81 0.58 4.91
C 0.37 1.67 5.56
C 0.32 1.64 6.96
C -0.13 2.74 7.67
C -0.54 3.89 7.00
C -0.50 3.91 5.61
C -0.05 2.82 4.87
C -0.01 2.86 3.37
O 0.37 1.80 2.76
N -0.39 3.99 2.83
N -0.31 3.96 1.44
C -1.13 4.76 0.89
S -1.16 5.00 -0.85
C -2.92 5.39 -0.86
C -3.18 6.34 0.31
S -2.33 5.71 1.79
H 0.73 0.85 3.94
H 0.65 0.74 7.46
H -0.16 2.70 8.75
H -0.90 4.74 7.55
H -0.82 4.79 5.06
H -3.49 4.47 -0.76
H -3.16 5.86 -1.81
H -4.24 6.39 0.54
H -2.81 7.34 0.07
C 1.89 -6.48 0.67
C 2.83 -5.39 0.15
C 2.01 -4.25 -0.48
C 0.68 -4.00 0.25
C 0.79 -4.43 1.71
C 1.04 -5.94 1.84
P 0.21 -2.21 0.09
C -1.40 -2.03 0.99
C -1.21 -1.51 2.42
C -2.53 -0.90 2.94
C -3.75 -1.58 2.32
C -3.46 -3.05 2.04
C -2.43 -3.17 0.91
C -0.39 -2.04 -1.66
C -1.18 -3.22 -2.29
C -0.48 -3.79 -3.52
C -0.28 -2.72 -4.61
C 0.07 -1.35 -4.00
C 0.69 -1.50 -2.61
H 2.45 -7.37 0.98
H 1.24 -6.79 -0.15
H 3.54 -5.80 -0.57
H 3.42 -5.00 0.99
H 1.81 -4.49 -1.53
H 2.60 -3.33 -0.49
H -0.09 -4.63 -0.21
H -0.12 -4.16 2.25
H 1.59 -3.86 2.20
H 0.09 -6.47 1.87
H 1.55 -6.14 2.78
H -1.85 -1.19 0.42
H -0.43 -0.75 2.43
H -0.86 -2.30 3.09
H -2.56 0.16 2.70
H -2.56 -0.97 4.03
H -4.00 -1.08 1.37
H -4.62 -1.47 2.97
H -4.37 -3.60 1.78
H -3.07 -3.52 2.96
H -2.95 -3.08 -0.05
H -1.96 -4.16 0.93
H -1.13 -1.22 -1.54
H -2.17 -2.84 -2.57
H -1.36 -4.02 -1.57
H -1.06 -4.63 -3.92
H 0.49 -4.19 -3.23
H -1.20 -2.63 -5.20
H 0.50 -3.05 -5.29
H -0.84 -0.76 -3.89
H 0.73 -0.80 -4.67
H 1.02 -0.53 -2.24
H 1.57 -2.16 -2.66
Cl -3.67 2.32 1.01
C -4.38 1.84 -0.54
C -5.47 2.55 -0.97
C -6.08 2.27 -2.21
C -5.51 1.23 -2.97
C -4.43 0.52 -2.52
Cl -3.80 -0.75 -3.59
C -3.67 0.73 -1.25
N -2.61 0.16 -0.87
H -5.87 3.33 -0.34
H -6.94 2.81 -2.56
H -5.94 0.96 -3.93
*
```

=====

Entry 2:
Below is a cluster of 14 separate species, C46H74Cl10O27 in total, with properties calculated with ωB97M-V with the def2-TZVPD basis set.

LUMO (spin up / spin down) in eV: 1.5 / 1.5
Energy above the lowest of the compared OMol25 structures with the same formula, charge and spin in eV: 0.000
HOMO level (spin up / spin down) in hartree: -0.0097 / -0.3098

```
! wB97M-V def2-TZVPD RIJCOSX def2/J DEFGRID3
* xyz -1 2
C -1.51 4.98 0.91
C -0.91 6.40 0.72
C -1.86 7.49 0.43
O -1.13 8.61 0.89
C -0.30 8.19 1.91
O 0.33 8.96 2.61
O -0.26 6.89 1.86
H -0.85 4.11 0.80
H -2.28 4.71 0.18
H -2.07 4.97 1.84
H -0.15 6.32 -0.06
H -2.75 7.52 1.05
H -2.17 7.54 -0.62
C -4.55 -0.18 0.54
C -4.40 0.18 2.00
C -3.35 -0.61 2.87
O -2.66 0.37 3.61
C -3.01 1.58 3.15
O -2.41 2.61 3.38
O -3.92 1.47 2.16
H -4.55 -1.26 0.45
H -3.72 0.20 -0.06
H -5.46 0.17 0.04
H -5.34 -0.02 2.52
H -2.58 -1.06 2.23
H -3.79 -1.31 3.57
C 2.28 3.36 3.45
C 1.56 4.70 3.67
C 0.14 4.59 4.06
O 0.00 5.50 5.14
C 1.15 5.93 5.54
O 1.38 6.64 6.55
O 2.15 5.36 4.74
H 1.88 2.78 2.61
H 2.27 2.66 4.29
H 3.28 3.58 3.08
H 1.62 5.42 2.86
H 0.03 3.59 4.48
H -0.44 4.87 3.18
C 5.74 -0.74 3.39
C 4.51 0.07 3.56
C 3.81 0.36 2.25
O 2.47 0.05 2.62
C 2.44 -0.65 3.75
O 1.39 -1.23 4.10
O 3.61 -0.71 4.34
H 6.56 -0.23 2.89
H 5.63 -1.61 2.75
H 6.16 -1.06 4.35
H 4.81 1.01 4.03
H 4.20 -0.22 1.40
H 3.80 1.39 1.91
C -6.40 3.55 -2.68
C -4.97 3.88 -2.18
C -4.74 3.50 -0.75
O -3.43 2.91 -0.86
C -3.11 2.69 -2.17
O -2.10 2.16 -2.54
O -4.07 3.05 -2.94
H -6.52 2.51 -2.95
H -6.68 4.19 -3.52
H -7.12 3.62 -1.86
H -4.78 4.95 -2.33
H -5.48 2.80 -0.37
H -4.66 4.40 -0.14
C -0.39 1.19 0.60
C -0.70 -0.23 0.18
C 0.13 -0.76 -0.92
O 0.77 -1.88 -0.42
C 0.49 -2.07 0.89
O 0.82 -3.06 1.59
O -0.41 -1.09 1.29
H -1.02 1.34 1.47
H -0.60 1.95 -0.15
H 0.67 1.30 0.85
H -1.75 -0.39 -0.09
H 0.83 -0.01 -1.29
H -0.62 -1.03 -1.66
C -4.49 -0.40 -4.23
C -4.45 -1.34 -2.98
C -4.88 -2.75 -3.39
O -3.69 -3.45 -3.21
C -2.69 -2.69 -2.63
O -1.53 -3.07 -2.37
O -3.21 -1.43 -2.42
H -3.88 -0.75 -5.07
H -4.28 0.59 -3.81
H -5.47 -0.39 -4.71
H -5.18 -1.00 -2.24
H -5.21 -2.81 -4.43
H -5.57 -3.34 -2.79
C 2.25 -5.09 -1.54
C 3.81 -5.19 -1.56
C 4.61 -4.42 -2.62
O 5.70 -3.83 -1.97
C 5.51 -3.95 -0.66
O 6.28 -3.58 0.21
O 4.27 -4.50 -0.40
H 2.01 -4.03 -1.70
H 1.86 -5.44 -0.58
H 1.75 -5.75 -2.24
H 4.11 -6.24 -1.52
H 4.01 -3.71 -3.19
H 5.10 -5.20 -3.20
C 0.25 0.75 -4.92
C -0.60 -0.54 -5.28
C -0.20 -1.03 -6.70
O 0.25 -2.33 -6.46
C 0.39 -2.59 -5.12
O 0.95 -3.60 -4.60
O -0.11 -1.54 -4.40
H 0.00 1.59 -5.56
H 1.29 0.49 -5.12
H 0.28 0.94 -3.85
H -1.68 -0.47 -5.18
H 0.67 -0.48 -7.08
H -1.00 -0.90 -7.43
Cl 4.07 2.91 -3.63
C 3.26 4.12 -2.64
C 2.74 3.36 -1.49
Cl 1.85 4.28 -0.28
H 2.48 4.59 -3.24
H 3.89 4.99 -2.42
H 3.60 2.90 -1.01
H 1.99 2.60 -1.72
Cl 4.78 -4.31 3.97
C 3.24 -4.34 3.12
C 2.92 -5.75 2.63
Cl 2.62 -6.95 3.92
H 3.42 -3.67 2.28
H 2.40 -3.85 3.63
H 3.69 -6.17 1.98
H 1.99 -5.73 2.08
Cl -0.34 -5.48 5.16
C -0.28 -3.76 5.35
C -1.22 -3.10 4.38
Cl -2.92 -3.54 4.85
H 0.74 -3.47 5.08
H -0.45 -3.58 6.41
H -1.12 -3.46 3.35
H -1.17 -2.01 4.42
Cl 4.05 -1.64 -5.44
C 4.54 -0.89 -3.87
C 3.36 -0.91 -2.90
Cl 4.04 -0.21 -1.37
H 4.88 0.13 -4.06
H 5.43 -1.44 -3.55
H 3.01 -1.89 -2.58
H 2.56 -0.25 -3.24
Cl -0.30 -7.17 0.52
C -1.09 -5.86 1.37
C -1.96 -5.04 0.36
Cl -2.91 -3.77 1.11
H -0.34 -5.28 1.92
H -1.70 -6.34 2.14
H -2.67 -5.63 -0.22
H -1.29 -4.59 -0.38
*
```

=====

Entry 3:
Below is a structure of composition C46H75AlCl2CsF4N3O11S, with properties calculated with ωB97M-V with the def2-TZVPD basis set.

LUMO in eV: -3.8
HOMO level in hartree: -0.1848

```
! wB97M-V def2-TZVPD RIJCOSX def2/J DEFGRID3
* xyz 0 1
C 2.08 -6.50 0.18
C 3.52 -6.34 0.83
C 4.15 -5.00 0.34
C 4.84 -5.09 -1.07
C 4.73 -3.76 -1.90
C 4.86 -2.44 -1.06
C 5.71 -1.31 -1.76
C 5.11 0.09 -1.39
C 3.78 0.40 -2.22
C 2.56 0.74 -1.30
C 1.61 1.87 -1.88
C 1.57 3.15 -0.95
C 0.15 3.49 -0.39
C -0.62 2.23 0.14
C -1.49 2.62 1.40
C -1.86 1.33 2.22
C -3.39 1.07 2.30
C -4.12 1.34 1.06
C -5.56 1.02 1.18
C -5.91 0.52 2.46
C -7.41 0.11 2.65
C -7.54 -1.35 3.25
C -7.47 -2.45 2.11
C -8.91 -2.87 1.62
C -8.75 -3.81 0.29
C -10.00 -3.65 -0.74
C -9.70 -2.58 -1.96
C -11.07 -2.02 -2.68
O -11.00 -2.15 -4.09
C -11.02 -0.86 -4.73
N -5.12 0.36 3.52
N -3.82 0.63 3.46
H 1.27 -6.19 0.88
H 2.05 -5.84 -0.73
H 1.92 -7.56 -0.15
H 3.33 -6.22 1.93
H 4.17 -7.22 0.65
H 3.32 -4.25 0.27
H 4.91 -4.60 1.05
H 5.92 -5.31 -0.89
H 4.42 -5.93 -1.66
H 5.54 -3.78 -2.67
H 3.74 -3.78 -2.42
H 5.28 -2.59 -0.04
H 3.83 -2.02 -0.94
H 6.76 -1.35 -1.37
H 5.76 -1.42 -2.87
H 5.88 0.88 -1.58
H 4.89 0.14 -0.29
H 3.56 -0.56 -2.76
H 4.03 1.18 -2.98
H 2.89 1.00 -0.27
H 1.92 -0.18 -1.19
H 2.06 2.19 -2.85
H 0.60 1.48 -2.11
H 2.35 3.12 -0.16
H 1.87 4.02 -1.60
H -0.50 4.02 -1.12
H 0.30 4.20 0.46
H -1.30 1.87 -0.67
H 0.08 1.41 0.40
H -0.81 3.23 2.05
H -2.35 3.29 1.15
H -1.46 1.46 3.25
H -1.38 0.43 1.76
H -3.68 1.74 0.14
H -6.26 1.16 0.34
H -7.88 0.05 1.64
H -7.97 0.82 3.29
H -6.73 -1.60 3.97
H -8.49 -1.43 3.82
H -6.79 -2.17 1.28
H -7.06 -3.37 2.62
H -9.51 -1.92 1.42
H -9.43 -3.49 2.38
H -8.70 -4.87 0.62
H -7.83 -3.56 -0.29
H -10.13 -4.65 -1.23
H -10.97 -3.41 -0.17
H -9.13 -3.12 -2.74
H -9.06 -1.72 -1.51
H -12.02 -2.55 -2.29
H -11.16 -0.88 -2.45
H -11.04 -1.04 -5.83
H -11.93 -0.27 -4.47
H -10.10 -0.27 -4.50
H -5.49 -0.01 4.39
C 3.17 6.60 0.07
Cl 2.23 6.45 -1.43
Cl 4.24 5.25 0.39
H 3.77 7.50 0.00
H 2.47 6.70 0.90
C -5.69 -2.28 -3.01
C -4.97 -3.03 -3.84
C -3.66 -3.59 -3.43
O -3.01 -4.27 -4.19
C -3.19 -3.29 -2.06
C -3.91 -2.54 -1.23
C -5.21 -1.98 -1.64
O -5.88 -1.29 -0.88
H -6.65 -1.86 -3.29
H -5.30 -3.26 -4.85
H -2.23 -3.71 -1.78
H -3.58 -2.31 -0.23
C 1.92 8.42 4.79
C 2.84 8.09 3.62
C 4.14 7.45 4.09
O 3.13 9.29 2.90
H 2.40 9.13 5.47
H 1.00 8.88 4.44
H 1.67 7.52 5.35
H 2.33 7.42 2.93
H 4.69 8.13 4.75
H 4.79 7.24 3.25
H 3.94 6.52 4.63
H 3.59 9.89 3.50
F 3.87 4.07 2.74
N 9.34 -3.05 3.57
C 8.68 -2.29 4.46
C 8.91 -0.94 4.64
C 9.88 -0.33 3.86
C 10.57 -1.09 2.93
C 10.26 -2.43 2.82
H 7.94 -2.81 5.05
H 8.35 -0.38 5.38
H 10.09 0.73 3.98
H 11.34 -0.65 2.31
H 10.78 -3.07 2.11
Cs -10.81 -1.28 0.03
O 6.55 0.59 5.40
H 5.86 1.05 4.91
Al 4.20 3.85 4.64
C 5.61 3.88 -5.70
F 4.27 3.80 -5.73
F 6.05 3.50 -6.91
F 5.91 5.19 -5.59
S 6.35 2.88 -4.33
O 5.94 1.51 -4.60
O 5.78 3.42 -3.11
O 7.78 3.08 -4.44
C 6.00 -3.45 -5.36
O 5.85 -4.64 -5.11
O 7.11 -2.90 -5.54
O 5.09 -2.61 -5.47
*
```